1.
{"formula": "C6H12", "method": "ωB97M-V/def2-TZVPD", "energy_ha": -235.49380, "homo_lumo_gap_ev": 10.78, "elements": ["C", "C", "C", "C", "C", "C", "H", "H", "H", "H", "H", "H", "H", "H", "H", "H", "H", "H"], "coordinates": [[2.460, -0.669, -0.085], [1.658, 0.603, -0.072], [0.211, 0.452, 0.537], [-0.726, -0.406, -0.424], [-2.201, -0.636, 0.179], [-3.059, 0.240, -0.123], [2.295, -1.444, -0.621], [2.799, -0.814, 1.108], [3.657, -0.162, -0.524], [2.240, 1.670, 0.572], [1.282, 1.238, -1.136], [-0.372, 1.597, 0.451], [0.209, -0.242, 1.648], [-0.390, -1.241, -0.406], [-0.446, -0.126, -1.605], [-2.155, -1.344, 1.017], [-3.053, 1.200, -0.859], [-4.408, 0.084, 0.343]]}



2.
{"formula": "C6H12", "method": "ωB97M-V/def2-TZVPD", "energy_ha": -235.65538, "smiles": "C/C=C/C(C)C", "homo_lumo_gap_ev": 10.24, "elements": ["C", "C", "C", "C", "C", "C", "H", "H", "H", "H", "H", "H", "H", "H", "H", "H", "H", "H"], "coordinates": [[-0.507, 2.793, 0.303], [-0.570, 1.319, -0.176], [0.450, 0.478, -0.050], [0.425, -0.937, -0.388], [-1.033, -1.531, -0.684], [1.219, -1.770, 0.556], [-1.207, 3.114, 0.908], [-0.437, 3.402, -0.563], [0.569, 3.198, 0.841], [-1.487, 1.072, -0.605], [1.014, 0.780, 0.612], [1.043, -1.188, -1.344], [-0.841, -2.446, -0.857], [-1.540, -0.910, -1.416], [-1.425, -1.407, 0.200], [1.492, -2.732, 0.158], [0.717, -1.725, 1.657], [2.117, -1.508, 0.849]]}



3.
{"formula": "C6H12", "method": "ωB97M-V/def2-TZVPD", "energy_ha": -235.66511, "smiles": "C1=CC1.C=C.C", "homo_lumo_gap_ev": 10.66, "elements": ["C", "C", "C", "C", "C", "C", "H", "H", "H", "H", "H", "H", "H", "H", "H", "H", "H", "H"], "coordinates": [[2.331, 0.986, 0.070], [2.379, -0.283, 0.457], [-0.449, -1.627, -0.861], [-1.140, -1.858, 0.452], [-1.706, -1.330, -0.834], [-1.284, 1.874, 0.850], [3.106, 1.423, -0.554], [-0.845, 1.109, 0.203], [1.517, 1.644, 0.369], [1.603, -0.717, 1.083], [3.195, -0.942, 0.167], [0.489, -1.689, -1.390], [-0.965, -1.172, 1.288], [-1.375, -2.878, 0.770], [-2.596, -0.971, -1.327], [-2.146, 1.455, 1.376], [-1.602, 2.723, 0.239], [-0.544, 2.211, 1.580]]}



4.
{"formula": "C6H12", "method": "ωB97M-V/def2-TZVPD", "energy_ha": -235.75040, "smiles": "C/C=C/C.C=C", "homo_lumo_gap_ev": 10.36, "elements": ["C", "C", "C", "C", "C", "C", "H", "H", "H", "H", "H", "H", "H", "H", "H", "H", "H", "H"], "coordinates": [[-1.434, -2.195, -0.461], [-0.290, -1.248, -0.248], [0.253, -1.008, 0.943], [1.449, -0.149, 1.224], [0.584, 2.639, -0.810], [-0.598, 2.045, -0.691], [-1.818, -2.558, 0.499], [-1.115, -3.066, -1.047], [-2.262, -1.725, -1.005], [0.115, -0.752, -1.133], [2.251, -0.783, 1.619], [-0.165, -1.515, 1.814], [1.231, 0.607, 1.990], [1.820, 0.362, 0.331], [1.326, 2.608, -0.015], [0.862, 3.179, -1.711], [-0.872, 1.471, 0.190], [-1.337, 2.089, -1.487]]}



5.
{"formula": "C6H12", "method": "ωB97M-V/def2-TZVPD", "energy_ha": -235.67233, "homo_lumo_gap_ev": 9.18, "elements": ["C", "C", "C", "C", "C", "C", "H", "H", "H", "H", "H", "H", "H", "H", "H", "H", "H", "H"], "coordinates": [[-2.082, 0.279, 0.495], [-1.326, -1.044, 0.617], [0.197, -0.896, 0.531], [0.758, -0.561, -0.838], [2.105, 0.057, -0.742], [1.194, 1.276, -0.819], [-1.949, 0.727, -0.497], [-1.737, 1.006, 1.242], [-3.159, 0.138, 0.643], [-1.583, -1.517, 1.575], [-1.656, -1.729, -0.173], [0.655, -1.884, 0.702], [0.566, -0.260, 1.359], [0.180, 0.765, -1.141], [2.645, -0.019, 0.207], [2.772, -0.068, -1.597], [1.360, 1.915, -1.687], [1.061, 1.814, 0.120]]}



6.
{"formula": "C6H12", "method": "ωB97M-V/def2-TZVPD", "s2": 0.753, "energy_ha": -235.45974, "multiplicity": 2, "charge": 1, "homo_lumo_gap_ev": [10.90, 8.56], "elements": ["C", "C", "C", "C", "C", "C", "H", "H", "H", "H", "H", "H", "H", "H", "H", "H", "H", "H"], "coordinates": [[1.920, 0.977, -0.880], [1.231, 0.703, 0.446], [-0.108, 0.152, 0.463], [-0.751, -0.042, 1.711], [-0.887, -0.136, -0.778], [-1.477, -1.548, -0.705], [2.878, 1.470, -0.684], [1.391, 1.696, -1.489], [2.107, 0.077, -1.455], [1.908, 0.151, 1.118], [1.197, 1.643, 1.026], [-0.275, 0.174, 2.662], [-1.755, -0.430, 1.720], [-0.163, -0.068, -1.590], [-1.624, 0.667, -0.870], [-0.861, -2.232, -0.121], [-1.491, -2.007, -1.692], [-2.502, -1.582, -0.329]]}



7.
{"formula": "C6H12", "method": "ωB97M-V/def2-TZVPD", "s2": 0.755, "energy_ha": -235.41727, "multiplicity": 2, "charge": 1, "homo_lumo_gap_ev": [9.38, 10.07], "elements": ["C", "C", "C", "C", "C", "C", "H", "H", "H", "H", "H", "H", "H", "H", "H", "H", "H", "H"], "coordinates": [[-0.405, 2.311, -0.177], [0.800, 1.407, -0.015], [0.545, 0.043, -0.612], [-0.076, -0.963, 0.132], [-0.484, -0.784, 1.510], [-0.302, -2.259, -0.609], [-0.321, 3.288, 0.282], [-0.691, 2.336, -1.229], [-1.269, 1.806, 0.268], [0.969, 1.211, 1.047], [1.773, 1.799, -0.310], [1.328, -0.712, -0.085], [0.371, -0.067, -1.680], [0.342, -0.647, 2.204], [-1.470, -1.070, 1.811], [-0.239, -3.148, 0.011], [0.403, -2.297, -1.434], [-1.275, -2.254, -1.117]]}



8.
{"formula": "C6H12AsF7O6RbTl", "method": "ωB97M-V/def2-TZVPD", "energy_ha": -3817.93045, "charge": 2, "homo_lumo_gap_ev": 2.71, "elements": ["Rb", "Tl", "As", "F", "F", "F", "F", "F", "F", "F", "C", "O", "C", "O", "O", "C", "H", "H", "H", "H", "H", "H", "C", "O", "C", "O", "O", "C", "H", "H", "H", "H", "H", "H"], "coordinates": [[28.959, 23.800, 20.049], [26.409, 20.958, 16.021], [25.852, 21.188, 20.511], [26.121, 20.874, 18.777], [25.848, 19.442, 20.771], [25.517, 21.435, 22.188], [26.006, 22.931, 20.149], [24.145, 21.361, 20.241], [27.621, 21.215, 20.860], [27.945, 22.674, 17.650], [30.733, 20.366, 17.499], [30.266, 19.372, 18.384], [28.993, 19.057, 18.399], [28.198, 19.351, 17.526], [28.722, 18.403, 19.501], [27.409, 18.049, 19.818], [31.817, 20.342, 17.512], [30.355, 21.358, 17.777], [30.365, 20.198, 16.483], [27.278, 17.234, 20.527], [26.723, 17.885, 18.980], [26.923, 18.946, 20.286], [30.914, 23.036, 12.063], [29.997, 22.393, 12.937], [29.839, 22.753, 14.186], [29.072, 22.179, 14.944], [30.611, 23.784, 14.548], [30.572, 24.171, 15.919], [31.913, 22.606, 12.145], [31.146, 24.078, 12.319], [30.455, 23.070, 11.080], [31.170, 23.572, 16.603], [29.577, 24.286, 16.346], [30.973, 25.185, 15.882]]}



9.
{"formula": "C6H12AuO4", "method": "ωB97M-V/def2-TZVPD", "s2": 2.013, "energy_ha": -671.87605, "multiplicity": 3, "charge": 1, "homo_lumo_gap_ev": [9.81, 6.58], "elements": ["C", "H", "H", "H", "O", "C", "H", "H", "O", "C", "C", "O", "C", "C", "O", "Au", "H", "H", "H", "H", "H", "H", "H"], "coordinates": [[0.925, 2.462, -0.854], [-0.020, 3.017, -0.881], [1.628, 2.619, -1.686], [1.339, 2.344, 0.159], [1.645, 4.632, -0.562], [2.218, 5.054, 0.419], [2.571, 6.103, 0.459], [2.470, 4.387, 1.267], [0.360, 0.973, -1.121], [1.244, -0.173, -0.908], [2.317, -0.181, -1.964], [1.702, -0.644, -3.207], [1.519, 0.258, -4.294], [0.234, -0.182, -5.001], [-0.833, -0.299, -4.117], [-0.139, -0.578, -2.367], [1.660, -0.174, 0.112], [3.113, -0.894, -1.701], [2.782, 0.799, -2.179], [2.387, 0.238, -4.973], [1.401, 1.284, -3.904], [0.445, -1.145, -5.513], [0.031, 0.558, -5.801]]}



10.
{"formula": "C6H12BN", "method": "ωB97M-V/def2-TZVPD", "energy_ha": -315.21156, "homo_lumo_gap_ev": [9.18, 6.30], "elements": ["B", "C", "C", "C", "C", "C", "C", "N", "H", "H", "H", "H", "H", "H", "H", "H", "H", "H", "H", "H"], "coordinates": [[-1.781, 0.715, 0.381], [-1.894, -0.824, 0.159], [-0.628, 1.683, 0.467], [-0.715, -1.326, -0.734], [0.698, 1.585, -0.306], [0.819, -1.644, -0.094], [1.722, 0.550, 0.185], [1.723, -0.642, -0.467], [-1.733, -1.191, 1.192], [-2.837, -1.347, -0.202], [-0.955, 2.784, 0.206], [-0.306, 1.722, 1.544], [-0.989, -2.245, -1.135], [-0.462, -0.670, -1.535], [0.431, 1.219, -1.334], [1.178, 2.561, -0.367], [0.648, -1.907, 1.039], [1.151, -2.431, -0.766], [2.768, 1.070, 0.184], [1.730, 0.318, 1.285]]}



11.
{"formula": "C6H12BeClN2", "method": "ωB97M-V/def2-TZVPD", "energy_ha": -820.23116, "charge": -1, "homo_lumo_gap_ev": [2.97, 2.97], "elements": ["C", "Be", "N", "H", "H", "H", "H", "H", "H", "H", "H", "Cl", "C", "C", "C", "C", "N", "C", "H", "H", "H", "H"], "coordinates": [[-2.630, 0.819, -1.128], [0.101, 1.148, 1.235], [-1.417, 0.858, 2.021], [-2.750, 0.003, -0.401], [-1.679, -0.125, 1.848], [1.143, 1.511, 2.081], [-3.498, 1.487, -1.085], [-2.558, 0.393, -2.134], [-1.716, 1.401, -0.945], [-1.297, 0.959, 3.033], [-2.194, 1.451, 1.712], [4.252, 0.132, -1.546], [2.731, -0.380, -0.957], [2.422, -1.746, -0.890], [1.142, -2.115, -0.461], [0.257, -1.148, -0.018], [0.619, 0.167, 0.016], [1.812, 0.573, -0.538], [3.159, -2.478, -1.181], [0.825, -3.152, -0.441], [-0.762, -1.396, 0.316], [2.038, 1.638, -0.534]]}



12.
{"formula": "C6H12BeOP", "method": "ωB97M-V/def2-TZVPD", "energy_ha": -666.95819, "charge": -1, "homo_lumo_gap_ev": [4.14, 4.13], "elements": ["C", "C", "C", "C", "C", "Be", "P", "H", "H", "H", "H", "H", "H", "H", "H", "C", "O", "H", "H", "H", "H"], "coordinates": [[-1.310, -0.600, -1.396], [-1.226, -1.554, -2.399], [-0.265, -1.163, -3.381], [0.292, 0.100, -3.061], [-0.228, 0.593, -1.865], [0.173, 0.424, 1.975], [-1.169, 0.186, 3.477], [-1.932, -0.551, -0.504], [-1.801, -2.482, -2.429], [-0.008, -1.758, -4.257], [-0.160, 1.602, -1.463], [1.024, 0.628, -3.673], [-0.826, -0.752, 4.513], [-2.434, -0.317, 3.000], [-1.553, 1.366, 4.206], [2.147, 1.444, 0.634], [0.953, 0.600, 0.759], [2.117, 2.199, 1.423], [2.139, 1.913, -0.353], [3.024, 0.804, 0.753], [0.573, 0.358, -0.153]]}